#one
Formula: C3H10NO4
Source: the OMol25 dataset
Level of theory: ωB97M-V with the def2-TZVPD basis set

Results
- orbital gap (hartree) = 0.296
- net charge = -1
- lowest unoccupied orbital energy (eV) = 3.7353

Last column: Mulliken charge in e.
Atoms and positions in Å:
O  3.985  -0.298  -0.834  -0.527
C  2.791  -0.277  -1.058  -0.070
C  1.826  0.646  -0.399  -0.302
N  0.490  0.555  -0.993  -0.509
C  -0.250  -0.580  -0.410  -0.427
O  -0.843  -0.293  0.808  -1.017
H  2.363  -1.064  -1.706  0.343
H  2.155  1.684  -0.370  0.443
H  1.846  0.282  0.647  0.219
H  -0.019  1.386  -0.719  0.334
H  0.429  -1.446  -0.372  0.244
H  -1.069  -0.880  -1.091  0.293
H  -1.492  1.064  0.689  0.471
H  -2.661  1.972  0.049  0.257
O  -1.800  2.036  0.457  -0.772
H  -2.411  -2.072  2.351  0.265
H  -2.398  -0.963  1.335  0.446
O  -2.943  -1.753  1.617  -0.689



#two
Formula: C3H10NO4
Source: the OMol25 dataset
Level of theory: ωB97M-V with the def2-TZVPD basis set

Results
- orbital gap (hartree) = 0.305
- net charge = -1
- lowest unoccupied orbital energy (eV) = 3.8527

Last column: Mulliken charge in e.
Atoms and positions in Å:
C  -0.119  0.788  2.070  0.096
N  -0.545  0.611  0.819  0.077
C  -0.020  1.388  -0.312  -0.965
C  1.004  0.614  -1.143  -0.260
O  0.471  -0.568  -1.629  -0.903
O  -0.530  0.165  3.049  -0.645
H  0.651  1.559  2.232  0.314
H  -1.227  -0.091  0.587  0.211
H  0.424  2.305  0.077  0.444
H  -0.891  1.692  -0.891  0.295
H  1.937  0.506  -0.563  0.254
H  1.175  1.293  -2.010  0.294
H  -1.667  -1.921  -0.422  0.329
H  -0.958  -0.824  -1.215  0.339
O  -1.905  -1.139  -0.952  -0.861
H  0.702  -1.941  0.856  0.277
H  0.809  -1.889  -0.657  0.435
O  0.690  -2.547  0.102  -0.731



#three
Formula: C3H10NO4
Source: the OMol25 dataset
Level of theory: ωB97M-V with the def2-TZVPD basis set

Results
- orbital gap (hartree) = 0.148
- net charge = -1
- lowest unoccupied orbital energy (eV) = 0.3603

Last column: Mulliken charge in e.
Atoms and positions in Å:
O  -1.644  1.795  -0.764  -0.678
C  -0.598  1.263  -1.250  0.155
N  0.179  0.559  -0.323  -0.145
C  -0.531  -0.017  0.826  -0.296
O  0.066  -1.275  1.100  -0.640
C  -0.284  1.261  -2.649  -0.632
H  0.979  0.039  -0.660  0.269
H  -1.554  -0.243  0.531  0.242
H  -0.472  0.702  1.639  0.305
H  0.747  0.999  -2.849  0.316
H  -0.840  1.880  -3.335  0.345
H  0.165  2.924  -1.187  0.281
H  0.769  -1.923  -0.393  0.405
H  1.077  -1.761  -1.866  0.274
O  1.486  -2.099  -1.060  -0.707
H  1.553  -0.790  3.844  0.154
H  0.446  -1.153  2.056  0.424
O  0.642  -0.880  3.549  -1.071



So which one wins? Going from most stable to least: #two, #one, #three.



#one
Formula: C4H8NO2
Source: the OMol25 dataset
Level of theory: ωB97M-V with the def2-TZVPD basis set

Results
- orbital gap (hartree) = 0.411
- net charge = +1
- lowest unoccupied orbital energy (eV) = -3.1062
- SMILES = C[N@H+]1C=CO[C@@H]1O

Last column: Mulliken charge in e.
Atoms and positions in Å:
C  0.484  -1.495  0.935  -0.800
N  0.222  -0.105  0.581  0.030
C  1.090  0.454  -0.492  -0.653
C  0.333  0.665  -1.604  -0.029
O  -0.919  0.346  -1.408  -0.326
C  -1.087  0.303  0.034  0.288
O  -1.294  1.580  0.496  -0.491
H  0.348  -2.228  0.038  0.343
H  1.523  -1.588  1.084  0.385
H  -0.176  -1.915  1.717  0.339
H  0.526  0.514  1.368  0.382
H  2.116  0.728  -0.465  0.421
H  0.513  0.768  -2.673  0.429
H  -1.989  -0.212  0.502  0.351
H  -1.690  2.185  -0.116  0.330



#two
Formula: C4H8NO2
Source: the OMol25 dataset
Level of theory: ωB97M-V with the def2-TZVPD basis set

Results
- orbital gap (hartree) = 0.381
- net charge = +1
- lowest unoccupied orbital energy (eV) = -3.7930

Last column: Mulliken charge in e.
Atoms and positions in Å:
C  -0.945  -1.168  -1.009  -0.268
C  -1.369  -0.949  0.200  -0.307
C  0.335  -0.407  -1.313  -0.569
C  0.075  0.490  1.122  0.118
N  0.503  0.797  -0.319  -0.180
O  -0.628  1.488  1.720  -0.461
O  1.160  0.009  1.821  -0.480
H  -1.468  -1.823  -1.748  0.371
H  -2.078  -1.477  0.890  0.372
H  1.151  -1.074  -0.988  0.311
H  0.600  -0.083  -2.235  0.556
H  1.407  1.225  -0.362  0.329
H  -0.264  1.347  -0.816  0.410
H  -1.460  1.012  2.029  0.411
H  1.514  0.658  2.482  0.388



So which one wins? Going from most stable to least: #one, #two.



#one
Formula: C3H4BrNO
Source: the OMol25 dataset
Level of theory: ωB97M-V with the def2-TZVPD basis set

Results
- orbital gap (hartree) = 0.399
- lowest unoccupied orbital energy (eV) = 0.0111
- SMILES = CO[C@@H](Br)C#N

Last column: Mulliken charge in e.
Atoms and positions in Å:
C  -0.367  -1.506  -0.126  -0.748
O  -0.026  -0.435  0.745  -0.266
C  -0.201  0.847  0.281  -0.048
Br  -0.997  2.084  1.524  -0.079
C  1.480  1.674  0.006  0.123
N  2.252  2.169  -0.697  -0.386
H  -1.387  -1.354  -0.524  0.361
H  -0.528  -2.426  0.436  0.264
H  0.325  -1.776  -0.899  0.334
H  -0.550  0.723  -0.746  0.446



#two
Formula: C3H4BrNO
Source: the OMol25 dataset
Level of theory: ωB97M-V with the def2-TZVPD basis set

Results
- orbital gap (spin up / spin down) (hartree) = 0.330 / 0.235
- lowest unoccupied orbital energy (spin up / spin down) (eV) = 0.2976 / -1.0168

Last column: Mulliken charge in e.
Atoms and positions in Å:
C  -0.402  -0.102  1.303  0.454
C  0.805  0.321  1.247  -0.676
C  0.334  -0.376  -1.589  -0.591
N  -0.908  -0.067  -1.115  -0.123
O  -1.190  -0.553  0.208  -0.269
Br  2.134  1.045  2.393  -0.111
H  -1.187  -0.113  2.160  0.325
H  0.756  0.147  -2.397  0.314
H  0.723  -1.184  -1.091  0.404
H  -1.065  0.882  -1.118  0.272



So which one wins? Going from most stable to least: #one, #two.



#one
Formula: C4H6Cl2O
Source: the OMol25 dataset
Level of theory: ωB97M-V with the def2-TZVPD basis set

Results
- orbital gap (hartree) = 0.317
- lowest unoccupied orbital energy (eV) = 0.4918

Last column: Mulliken charge in e.
Atoms and positions in Å:
C  -0.946  0.445  -0.076  -0.032
C  0.672  -0.603  -0.591  0.357
C  -1.687  -0.140  1.054  -0.858
C  1.835  0.289  -0.896  -0.560
O  -0.600  -0.324  -1.293  -0.378
Cl  0.869  -1.922  0.416  -0.187
Cl  2.274  1.276  0.555  -0.180
H  -0.789  1.540  -0.192  0.385
H  -1.193  -1.071  1.283  0.200
H  -2.605  -0.470  0.625  0.287
H  -1.989  0.396  1.944  0.319
H  1.438  0.932  -1.748  0.302
H  2.721  -0.347  -1.081  0.347



#two
Formula: C4H6Cl2O
Source: the OMol25 dataset
Level of theory: ωB97M-V with the def2-TZVPD basis set

Results
- orbital gap (hartree) = 0.378
- lowest unoccupied orbital energy (eV) = 0.6741
- SMILES = C/C(Cl)=C/Cl.C=O

Last column: Mulliken charge in e.
Atoms and positions in Å:
C  0.267  1.772  -0.894  -1.202
C  0.735  0.518  -0.264  0.547
Cl  0.950  0.846  1.496  -0.196
C  0.925  -0.689  -0.782  -0.232
Cl  1.507  -1.951  0.238  -0.155
H  0.908  2.186  -1.605  0.353
H  0.237  2.617  -0.046  0.314
H  -0.767  1.732  -1.396  0.254
H  0.461  -0.895  -1.773  0.322
C  -1.304  -1.591  1.217  -0.207
O  -2.119  -0.724  1.004  -0.404
H  -0.792  -1.427  2.208  0.283
H  -1.009  -2.394  0.598  0.324



So which one wins? Going from most stable to least: #two, #one.